This record from OMol25 describes C53H46ClIrN3P2Sb2Se3 as an isolated structure at a distorted geometry. The level of theory is ωB97M-V with the def2-TZVPD basis set.

As for the total energy: -303231.1415 eV.

ORCA input file:
```
! RIJCOSX wB97M-V def2-TZVPD def2/J DEFGRID3
* xyz -1 1
Ir 0.43 1.72 -1.52
Se -0.72 -5.08 -2.27
P 0.94 -4.10 -1.49
C 2.26 -4.04 -2.74
C 2.19 -3.08 -3.74
C 3.02 -3.17 -4.85
C 3.92 -4.22 -4.95
C 3.98 -5.18 -3.95
C 3.15 -5.10 -2.86
C 1.64 -4.91 -0.01
C 2.85 -4.46 0.50
C 3.35 -5.00 1.67
C 2.64 -6.00 2.32
C 1.44 -6.46 1.80
C 0.94 -5.91 0.63
C 0.64 -2.42 -0.94
C 1.29 -1.18 -0.91
N 0.35 -0.29 -0.49
N -0.77 -0.95 -0.26
N -0.62 -2.21 -0.53
P 2.96 -0.52 -0.83
Se 3.07 1.61 -0.64
C 3.58 -1.17 0.76
C 4.94 -1.24 1.02
C 5.37 -1.60 2.29
C 4.46 -1.85 3.30
C 3.10 -1.73 3.05
C 2.66 -1.39 1.79
C 4.06 -1.08 -2.17
C 4.88 -2.19 -2.05
C 5.78 -2.50 -3.06
C 5.85 -1.71 -4.19
C 5.03 -0.60 -4.32
C 4.15 -0.28 -3.30
H 1.48 -2.27 -3.67
H 2.95 -2.43 -5.62
H 4.56 -4.30 -5.81
H 4.67 -6.01 -4.04
H 3.17 -5.87 -2.09
H 3.38 -3.67 -0.02
H 4.29 -4.64 2.07
H 3.03 -6.42 3.23
H 0.89 -7.24 2.30
H 0.00 -6.25 0.21
H 5.65 -1.02 0.24
H 6.43 -1.65 2.49
H 4.82 -2.11 4.28
H 2.38 -1.87 3.85
H 1.60 -1.28 1.61
H 4.84 -2.82 -1.17
H 6.43 -3.36 -2.94
H 6.56 -1.95 -4.97
H 5.09 0.02 -5.20
H 3.52 0.60 -3.39
C -3.54 1.41 -0.58
C -4.13 0.67 0.60
C -3.57 1.11 1.93
Sb -1.40 1.26 1.91
C -1.28 0.17 3.79
C -1.51 0.76 5.02
C -1.44 0.02 6.20
C -1.11 -1.32 6.15
C -0.87 -1.92 4.93
C -0.95 -1.18 3.76
C -1.19 3.16 2.94
C 0.12 3.56 3.19
C 0.40 4.79 3.75
C -0.63 5.65 4.09
C -1.94 5.26 3.87
C -2.22 4.03 3.29
Sb -3.29 3.56 -0.25
C -3.01 3.90 -2.37
C -3.60 4.97 -3.03
C -3.33 5.20 -4.37
C -2.45 4.38 -5.05
C -1.86 3.31 -4.41
C -2.16 3.07 -3.08
C -5.44 3.90 -0.40
C -6.20 3.50 -1.50
C -7.56 3.75 -1.54
C -8.18 4.39 -0.48
C -7.43 4.80 0.61
C -6.07 4.55 0.64
H -4.15 1.27 -1.47
H -2.54 1.02 -0.79
H -3.94 -0.40 0.46
H -5.22 0.80 0.62
H -3.87 0.43 2.72
H -3.96 2.10 2.17
H -1.77 1.81 5.06
H -1.63 0.51 7.14
H -1.06 -1.91 7.06
H -0.63 -2.98 4.89
H -0.77 -1.66 2.81
H 0.93 2.89 2.92
H 1.43 5.09 3.92
H -0.42 6.62 4.53
H -2.76 5.91 4.15
H -3.25 3.75 3.11
H -4.27 5.62 -2.50
H -3.81 6.03 -4.87
H -2.21 4.58 -6.09
H -1.17 2.66 -4.92
H -1.70 2.21 -2.58
H -5.71 3.00 -2.33
H -8.14 3.43 -2.39
H -9.24 4.58 -0.51
H -7.91 5.30 1.44
H -5.48 4.88 1.49
Cl -0.25 3.59 -0.31
Se 0.80 0.99 -3.71
*
```


This record from OMol25 describes a 5-piece molecular cluster, C3H14O5 overall at a distorted geometry. The level of theory is ωB97M-V with the def2-TZVPD basis set.

Its SMILES is C=CCO.O.O.O.O. The relative energy (zero: lowest compared OMol25 entry of this formula, charge and spin) is 354.0 kJ/mol.

ORCA input file:
```
! RIJCOSX wB97M-V def2-TZVPD def2/J DEFGRID3
* xyz 0 1
C 0.00 -2.19 -2.18
O 0.10 -2.88 -3.51
C -0.10 -3.20 -1.14
C -0.01 -2.93 0.25
H -0.93 -1.62 -2.49
H 0.88 -1.48 -2.05
H 0.96 -2.57 -3.79
H -0.27 -4.24 -1.43
H -0.06 -3.76 1.02
H 0.14 -2.04 0.65
H 1.69 -0.62 3.07
H 1.13 -0.40 4.23
O 0.76 -0.46 3.30
H -2.18 3.89 0.69
H -0.71 4.25 0.96
O -1.27 4.16 0.19
H 1.18 3.62 0.37
H 2.09 3.84 1.64
O 1.29 4.07 1.33
H -1.61 0.74 -0.50
H -1.18 2.22 -0.08
O -1.88 1.61 -0.54
*
```


This record from OMol25 describes a 10-piece molecular cluster, C12H42F6O9P overall at a distorted geometry. The level of theory is ωB97M-V with the def2-TZVPD basis set.

As for the total energy: -57146.8045 eV. Its expectation value of S² is 0.754.

ORCA input file:
```
! RIJCOSX wB97M-V def2-TZVPD def2/J DEFGRID3
* xyz 0 2
P 0.29 0.38 0.91
F 1.64 1.22 0.56
F -0.51 1.70 1.47
F -0.29 0.82 -0.56
F -1.02 -0.53 1.29
F 1.01 -1.00 0.41
F 0.98 0.06 2.34
C -3.94 -0.62 3.97
C -3.29 0.65 3.50
O -1.83 0.57 3.76
H -3.31 -1.50 3.92
H -4.78 -0.87 3.32
H -4.26 -0.51 5.01
H -3.70 1.43 4.14
H -3.29 0.98 2.46
H -1.39 0.94 2.99
C 4.49 -0.51 1.49
C 4.01 -1.95 1.41
O 2.80 -1.96 2.05
H 3.64 0.17 1.44
H 5.34 -0.34 0.82
H 4.92 -0.28 2.46
H 4.76 -2.67 1.75
H 3.77 -2.25 0.39
H 2.33 -1.20 1.71
C -1.29 -1.92 -2.51
C -0.78 -2.80 -3.65
O -1.64 -3.87 -3.89
H -0.70 -1.01 -2.36
H -1.07 -2.42 -1.57
H -2.34 -1.65 -2.59
H 0.21 -3.22 -3.50
H -0.67 -2.24 -4.58
H -1.24 -4.61 -4.36
O 2.74 2.87 -1.20
H 2.44 2.25 -0.54
H 2.99 2.32 -1.95
O -0.43 -2.51 3.01
H -1.21 -2.40 2.47
H -0.01 -1.65 3.02
O 2.16 1.35 4.77
H 2.36 2.28 4.66
H 1.79 1.09 3.92
O -2.94 -2.85 1.29
H -2.47 -2.05 1.07
H -3.25 -3.18 0.45
C 3.46 -0.54 -1.82
C 3.23 0.10 -3.20
C 1.78 0.19 -3.70
O 3.84 1.34 -3.24
H 4.54 -0.64 -1.72
H 2.96 -1.47 -1.59
H 3.02 0.23 -1.19
H 3.69 -0.40 -4.06
H 1.15 0.45 -2.85
H 1.51 -0.76 -4.14
H 1.70 0.91 -4.52
H 3.81 1.65 -4.15
C -3.58 1.51 -1.19
C -3.29 2.77 -0.29
C -2.03 3.57 -0.76
O -4.44 3.63 -0.56
H -2.83 0.71 -1.19
H -3.71 1.89 -2.20
H -4.53 1.04 -0.92
H -3.15 2.46 0.75
H -2.12 3.80 -1.82
H -1.14 2.96 -0.57
H -1.92 4.53 -0.25
H -5.00 3.53 0.21
*
```


This record from OMol25 describes a 5-piece molecular cluster, C32H36BNO19PS overall at a distorted geometry. The level of theory is ωB97M-V with the def2-TZVPD basis set.

As for the total energy: -94958.0205 eV.

ORCA input file:
```
! RIJCOSX wB97M-V def2-TZVPD def2/J DEFGRID3
* xyz -1 1
C 1.42 4.21 -0.14
C 0.15 3.31 0.43
O -0.05 2.33 -0.55
P -1.04 0.95 -0.27
S -2.10 1.80 1.45
N -2.35 1.47 -1.44
C -2.48 2.72 -1.54
O -2.79 3.94 -1.43
B 0.13 0.16 1.07
C -0.47 -1.06 2.02
O 1.49 0.56 1.34
C -0.28 -0.07 -1.72
C -0.55 0.58 -3.20
C 1.26 -0.45 -1.69
C 2.32 0.76 -1.81
H 1.47 4.14 -1.28
H 1.31 5.27 0.26
H 2.37 3.68 0.24
H 0.50 3.05 1.47
H -0.69 4.11 0.46
H -1.90 -0.21 -0.02
H -2.55 3.08 1.22
H -1.17 -1.76 1.41
H -1.04 -0.62 2.93
H 0.40 -1.69 2.41
H 1.81 0.00 2.09
H -0.86 -1.08 -1.78
H 0.22 0.19 -3.98
H -0.42 1.72 -3.20
H -1.57 0.25 -3.63
H 1.59 -1.28 -0.95
H 1.43 -1.01 -2.70
H 3.38 0.39 -2.10
H 2.37 1.45 -0.91
H 2.00 1.42 -2.70
C 5.82 -2.93 3.85
C 4.66 -2.29 3.64
C 3.76 -2.67 2.52
O 2.70 -2.08 2.37
C 4.19 -3.75 1.62
C 5.35 -4.38 1.83
C 6.24 -4.02 2.97
O 7.28 -4.63 3.14
O 5.77 -5.38 1.00
O 4.26 -1.27 4.45
H 6.48 -2.67 4.67
H 3.54 -4.00 0.80
H 6.63 -5.67 1.36
H 3.39 -0.99 4.10
C -7.17 2.76 2.29
C -8.37 2.19 2.38
C -8.53 0.71 2.35
O -9.65 0.22 2.46
C -7.33 -0.11 2.19
C -6.12 0.47 2.09
C -5.96 1.95 2.16
O -4.85 2.43 2.08
O -4.99 -0.28 1.94
O -9.51 2.94 2.51
H -7.04 3.84 2.32
H -7.46 -1.18 2.15
H -4.25 0.37 1.90
H -10.24 2.29 2.56
C 0.35 -6.85 0.93
C -0.92 -7.23 1.07
C -1.81 -6.62 2.10
O -2.97 -6.98 2.19
C -1.23 -5.59 2.98
C 0.04 -5.21 2.84
C 0.92 -5.80 1.80
O 2.07 -5.42 1.69
O 0.58 -4.26 3.66
O -1.46 -8.20 0.28
H 1.01 -7.28 0.19
H -1.88 -5.17 3.74
H 1.51 -4.16 3.36
H -2.38 -8.29 0.58
C 2.27 3.79 -5.84
C 2.18 4.61 -6.90
C 2.37 6.08 -6.76
O 2.30 6.79 -7.75
C 2.63 6.62 -5.42
C 2.71 5.81 -4.37
C 2.55 4.33 -4.51
O 2.65 3.62 -3.53
O 2.95 6.29 -3.12
O 1.92 4.12 -8.15
H 2.14 2.72 -5.93
H 2.74 7.69 -5.34
H 2.96 5.51 -2.53
H 1.91 4.91 -8.73
*
```


This record from OMol25 describes a 2-piece molecular cluster, C4H7BrO2 overall at a distorted geometry. The level of theory is ωB97M-V with the def2-TZVPD basis set.

The relative energy (zero: lowest compared OMol25 entry of this formula, charge and spin) is 420.2 kJ/mol.

ORCA input file:
```
! RIJCOSX wB97M-V def2-TZVPD def2/J DEFGRID3
* xyz 0 1
C 2.53 1.11 1.00
C -1.68 0.73 -0.24
C -0.39 -1.57 -0.40
C -0.33 -0.13 0.13
O 2.26 0.86 2.06
O 0.71 0.54 -0.48
Br 3.73 1.55 -0.36
H -2.48 0.36 0.38
H -1.60 1.76 -0.22
H -1.85 0.57 -1.23
H -1.22 -2.16 -0.18
H 0.61 -2.11 -0.08
H -0.26 -1.57 -1.56
H -0.03 0.05 1.19
*
```


This record from OMol25 describes C88H94N5P2Pd as an isolated structure at a distorted geometry. The level of theory is ωB97M-V with the def2-TZVPD basis set.

As for the total energy: -122283.5781 eV.

ORCA input file:
```
! RIJCOSX wB97M-V def2-TZVPD def2/J DEFGRID3
* xyz 1 1
C 6.81 4.41 -1.70
C 5.55 4.26 -0.85
C 5.06 5.60 -0.30
C 5.78 3.20 0.22
C 6.20 3.54 1.51
C 6.43 2.55 2.46
C 6.30 1.21 2.13
C 5.91 0.84 0.84
C 5.78 -0.65 0.49
C 4.63 -1.29 1.24
C 7.10 -1.39 0.72
C 5.64 1.84 -0.10
N 5.19 1.47 -1.43
N 6.02 1.53 -2.50
N 5.23 1.23 -3.58
C 5.85 0.79 -4.81
C 6.03 -0.59 -5.04
C 5.80 -1.60 -3.92
C 7.00 -1.62 -2.98
C 5.45 -3.00 -4.43
C 6.49 -1.00 -6.29
C 6.86 -0.05 -7.25
C 6.77 1.31 -6.97
C 6.24 1.74 -5.76
C 6.11 3.25 -5.50
C 5.47 3.99 -6.67
C 7.48 3.84 -5.17
C 3.94 0.91 -3.16
C 2.93 0.46 -4.07
C 1.92 -0.44 -3.63
C 0.90 -0.83 -4.49
C 0.89 -0.39 -5.82
C 1.91 0.47 -6.29
C 2.89 0.91 -5.42
C 3.89 1.08 -1.79
C 2.85 0.94 -0.89
H 7.05 3.45 -2.16
H 6.66 5.16 -2.49
H 7.66 4.72 -1.09
H 4.76 3.87 -1.50
H 4.17 5.45 0.32
H 5.83 6.11 0.29
H 4.78 6.25 -1.13
H 6.35 4.59 1.77
H 6.73 2.83 3.47
H 6.52 0.43 2.86
H 5.56 -0.68 -0.59
H 3.69 -0.79 0.97
H 4.55 -2.35 0.98
H 4.77 -1.20 2.32
H 7.90 -0.94 0.12
H 7.39 -1.36 1.78
H 7.00 -2.44 0.42
H 4.93 -1.25 -3.35
H 7.21 -0.61 -2.61
H 6.80 -2.27 -2.11
H 7.89 -2.00 -3.50
H 4.61 -2.96 -5.13
H 6.30 -3.47 -4.92
H 5.15 -3.63 -3.58
H 6.59 -2.06 -6.52
H 7.23 -0.38 -8.22
H 7.11 2.05 -7.70
H 5.46 3.36 -4.62
H 4.52 3.53 -6.97
H 5.27 5.03 -6.39
H 6.14 4.00 -7.54
H 7.96 3.29 -4.36
H 8.13 3.81 -6.05
H 7.38 4.89 -4.86
H 1.98 -0.83 -2.61
H 0.10 -1.48 -4.12
H 0.10 -0.71 -6.50
H 1.91 0.79 -7.33
H 3.66 1.62 -5.75
H 1.87 0.74 -1.32
H 3.02 1.21 0.14
C -9.94 -3.82 -0.52
N -8.55 -4.23 -0.56
C -8.37 -5.64 -0.85
C -7.49 -3.35 -0.54
C -6.21 -3.77 -0.96
C -5.11 -2.93 -0.86
C -5.23 -1.63 -0.33
C -4.06 -0.72 -0.21
C -2.71 -1.12 -0.56
C -1.56 -0.32 -0.72
C -1.52 1.10 -0.72
C -0.32 1.74 -0.30
C -0.15 3.10 -0.40
C -1.23 3.93 -0.76
N -1.09 5.29 -0.72
C -2.23 6.16 -0.89
C 0.20 5.90 -0.47
C -2.47 3.32 -1.11
C -2.59 1.95 -1.14
Pd -3.28 -1.04 1.78
P -3.11 -3.13 2.58
C -1.76 -3.25 3.78
C -1.97 -3.61 5.12
C -0.89 -3.75 5.99
C 0.41 -3.45 5.56
C 0.61 -2.98 4.26
C -0.47 -2.85 3.38
C -4.65 -3.67 3.34
C -4.71 -4.86 4.08
C -5.92 -5.27 4.66
C -7.08 -4.51 4.47
C -7.03 -3.35 3.70
C -5.83 -2.93 3.13
C -2.80 -4.33 1.24
C -3.74 -5.34 0.93
C -3.52 -6.21 -0.14
C -2.35 -6.10 -0.91
C -1.42 -5.10 -0.61
C -1.64 -4.23 0.46
P -3.32 0.65 3.31
C -4.84 1.57 2.94
C -5.94 1.59 3.83
C -7.11 2.26 3.47
C -7.23 2.88 2.22
C -6.16 2.81 1.31
C -4.97 2.18 1.68
C -3.32 0.16 5.05
C -2.37 0.63 5.98
C -2.41 0.20 7.31
C -3.38 -0.71 7.73
C -4.30 -1.22 6.80
C -4.27 -0.78 5.48
C -1.94 1.82 3.13
C -2.17 3.20 3.01
C -1.09 4.08 2.96
C 0.22 3.60 3.03
C 0.45 2.23 3.11
C -0.62 1.34 3.15
C -6.52 -1.19 0.05
C -7.63 -2.00 -0.09
H -10.05 -2.78 -0.22
H -10.41 -3.96 -1.51
H -10.47 -4.46 0.19
H -7.51 -6.05 -0.31
H -9.28 -6.16 -0.53
H -8.23 -5.83 -1.93
H -6.08 -4.77 -1.38
H -4.14 -3.29 -1.19
H -4.31 0.33 -0.18
H -2.58 -2.17 -0.81
H -0.61 -0.84 -0.82
H 0.49 1.14 0.12
H 0.82 3.54 -0.14
H -3.01 5.96 -0.14
H -1.88 7.20 -0.78
H -2.68 6.03 -1.89
H 0.96 5.50 -1.15
H 0.09 6.98 -0.65
H 0.54 5.74 0.57
H -3.32 3.95 -1.38
H -3.50 1.50 -1.53
H -2.98 -3.78 5.48
H -1.06 -4.09 7.01
H 1.26 -3.58 6.23
H 1.61 -2.70 3.92
H -0.31 -2.42 2.39
H -3.81 -5.47 4.22
H -5.95 -6.18 5.25
H -8.02 -4.83 4.91
H -7.93 -2.74 3.55
H -5.80 -2.02 2.53
H -4.65 -5.44 1.53
H -4.25 -6.98 -0.36
H -2.17 -6.79 -1.73
H -0.51 -5.00 -1.21
H -0.91 -3.45 0.67
H -5.87 1.10 4.79
H -7.95 2.30 4.17
H -8.14 3.42 1.94
H -6.24 3.26 0.32
H -4.13 2.15 0.98
H -1.60 1.33 5.66
H -1.69 0.59 8.03
H -3.43 -1.03 8.77
H -5.04 -1.96 7.10
H -4.99 -1.17 4.76
H -3.18 3.58 2.97
H -1.28 5.16 2.89
H 1.06 4.30 3.01
H 1.47 1.85 3.16
H -0.44 0.26 3.19
H -6.64 -0.19 0.46
H -8.62 -1.62 0.18
*
```